(1)
{"formula": "C6H4F18LiN3O14S6", "method": "ωB97M-V with the def2-TZVPD basis set", "de_lowest_kcal_mol": 106.5, "energy_ev": -153552.2161, "total_charge": -2, "elements": ["Li", "C", "F", "F", "F", "S", "O", "O", "N", "S", "O", "O", "C", "F", "F", "F", "C", "F", "F", "F", "S", "O", "O", "N", "S", "O", "O", "C", "F", "F", "F", "C", "F", "F", "F", "S", "O", "O", "N", "S", "O", "O", "C", "F", "F", "F", "O", "H", "H", "O", "H", "H"], "coordinates": [[7.739, -1.269, 4.955], [8.737, 3.045, 3.016], [9.603, 4.037, 2.889], [7.808, 3.490, 3.918], [8.119, 2.756, 1.838], [9.529, 1.400, 3.623], [8.363, 0.675, 4.197], [10.140, 0.808, 2.425], [10.816, 2.052, 4.707], [9.975, 2.570, 5.904], [9.701, 3.968, 5.715], [8.821, 1.817, 6.443], [11.306, 2.711, 7.178], [10.802, 3.308, 8.248], [11.696, 1.505, 7.574], [12.398, 3.395, 6.691], [4.321, -2.799, 3.981], [3.002, -2.564, 3.711], [4.429, -3.161, 5.290], [4.651, -3.817, 3.215], [5.433, -1.221, 3.543], [4.851, -0.481, 2.397], [5.557, -0.456, 4.757], [7.033, -1.979, 3.308], [7.328, -1.798, 1.814], [6.547, -2.483, 0.818], [7.702, -0.456, 1.476], [9.092, -2.656, 1.681], [9.006, -3.901, 2.121], [9.455, -2.699, 0.446], [9.855, -1.937, 2.474], [11.142, -2.964, 7.188], [12.321, -3.473, 7.463], [10.184, -3.827, 7.481], [10.977, -1.775, 7.823], [10.992, -2.640, 5.301], [9.713, -1.940, 5.091], [12.233, -1.845, 4.941], [10.951, -4.226, 4.611], [12.261, -4.237, 3.705], [12.483, -3.189, 2.761], [13.471, -4.518, 4.489], [11.972, -5.866, 2.585], [13.093, -6.179, 1.963], [11.482, -6.827, 3.339], [11.025, -5.683, 1.637], [7.389, -2.206, 6.882], [7.986, -1.882, 7.556], [6.967, -2.967, 7.280], [7.392, -4.206, 4.512], [7.206, -3.442, 3.966], [6.600, -4.324, 5.037]]}

(2)
{"formula": "C6H4F2S", "method": "ωB97M-V with the def2-TZVPD basis set", "de_lowest_kcal_mol": 25.1, "energy_ev": -22553.0055, "smiles": "FC(=S)[C@@H]1C=CC=C1F", "total_charge": 0, "elements": ["F", "C", "S", "C", "C", "C", "C", "C", "F", "H", "H", "H", "H"], "coordinates": [[-2.673, 0.619, 1.431], [-2.271, 0.041, 0.368], [-3.016, -1.097, -0.463], [-0.573, 0.407, -0.213], [0.116, -0.914, -0.344], [1.462, -0.867, -0.232], [1.855, 0.383, 0.304], [0.795, 1.234, 0.281], [0.824, 2.577, 0.555], [-0.830, 0.654, -1.232], [-0.474, -1.808, -0.561], [1.987, -1.805, -0.478], [2.798, 0.577, 0.583]]}

(3)
{"formula": "C6H4LuN5O5", "method": "ωB97M-V with the def2-TZVPD basis set", "de_lowest_kcal_mol": 0.0, "energy_ev": -57573.7468, "total_charge": 2, "elements": ["O", "C", "Lu", "O", "C", "C", "O", "C", "O", "C", "O", "H", "N", "N", "N", "C", "N", "N", "H", "H", "H"], "coordinates": [[1.937, -4.130, -1.184], [1.907, -3.082, -0.731], [-0.294, -0.211, -0.183], [-0.865, -3.331, -1.816], [-0.601, -2.339, -1.271], [0.988, 1.363, 0.908], [1.806, 1.988, 1.449], [1.026, 0.537, -1.973], [1.633, 1.003, -2.841], [-0.190, -1.211, 1.941], [-0.179, -1.620, 3.023], [1.495, -0.694, 0.181], [-3.531, 4.353, -0.118], [-3.212, 3.014, 0.170], [-4.107, 2.041, -0.116], [-3.340, 0.953, -0.214], [-2.006, 1.270, -0.065], [-1.925, 2.605, 0.107], [-2.933, 4.945, 0.453], [-4.528, 4.412, 0.070], [-3.834, 0.007, -0.435]]}

(4)
{"formula": "C6H4N2", "method": "ωB97M-V with the def2-TZVPD basis set", "de_lowest_kcal_mol": 92.7, "energy_ev": -9261.9920, "smiles": "N#CC(C#N)C1C=C1", "total_charge": 0, "elements": ["N", "C", "C", "C", "N", "C", "C", "C", "H", "H", "H", "H"], "coordinates": [[-0.513, -2.806, 0.279], [-0.498, -1.876, -0.366], [-0.286, -0.649, -1.065], [1.009, -0.095, -1.266], [2.065, 0.316, -1.377], [-0.635, 0.670, 0.159], [-0.266, 0.402, 1.585], [0.560, 1.183, 0.869], [-0.889, -0.373, -2.026], [-1.410, 1.455, -0.076], [-0.506, -0.042, 2.466], [1.370, 1.815, 0.820]]}

(5)
{"formula": "C6H4N2S", "method": "ωB97M-V with the def2-TZVPD basis set", "de_lowest_kcal_mol": 92.4, "energy_ev": -20097.0366, "total_charge": 0, "elements": ["C", "C", "C", "C", "C", "C", "N", "N", "S", "H", "H", "H", "H"], "coordinates": [[2.743, -0.835, -0.386], [-0.510, -1.828, 0.325], [0.815, 0.637, -0.364], [-0.493, 0.502, -0.782], [1.628, -0.373, 0.409], [-1.760, -2.131, -0.103], [3.518, -1.081, -1.188], [0.498, -1.387, 0.858], [-1.982, -0.479, -0.868], [1.313, 1.517, -0.647], [-0.876, 1.278, -1.305], [2.178, 0.090, 1.299], [-2.273, -3.088, -0.545]]}

(6)
{"formula": "C6H4O", "method": "ωB97M-V with the def2-TZVPD basis set", "de_lowest_kcal_mol": 146.7, "energy_ev": -8326.0801, "total_charge": 0, "elements": ["C", "C", "C", "C", "O", "C", "C", "H", "H", "H", "H"], "coordinates": [[-1.919, 0.581, -0.168], [-0.653, -1.664, -1.512], [-0.001, -0.931, -0.720], [0.485, -0.032, 0.172], [-0.369, 0.843, 0.625], [1.877, -0.071, 0.572], [3.051, -0.220, 0.813], [-1.797, 1.217, -1.043], [-2.394, 0.992, 0.696], [-2.374, -0.389, -0.480], [4.094, -0.326, 1.047]]}

(7)
{"formula": "C6H4O", "method": "ωB97M-V with the def2-TZVPD basis set", "de_lowest_kcal_mol": 79.0, "energy_ev": -8329.0141, "smiles": "O=C/C=C\\C1=C=C1", "total_charge": 0, "elements": ["O", "C", "C", "C", "C", "C", "C", "H", "H", "H", "H"], "coordinates": [[0.205, 1.166, -1.479], [0.629, 0.042, -1.649], [0.176, -1.112, -0.843], [-0.496, -0.900, 0.299], [-0.615, 0.390, 0.933], [-1.126, 1.689, 1.252], [-0.010, 1.105, 1.876], [1.394, -0.144, -2.425], [0.425, -2.123, -1.154], [-0.840, -1.730, 0.911], [0.839, 1.118, 2.544]]}

(8)
{"formula": "C6H4O", "method": "ωB97M-V with the def2-TZVPD basis set", "de_lowest_kcal_mol": 37.0, "energy_ev": -8330.8349, "smiles": "C#Cc1ccco1", "total_charge": 0, "elements": ["C", "C", "C", "C", "C", "C", "O", "H", "H", "H", "H"], "coordinates": [[-1.282, 2.334, 1.355], [-1.150, 1.210, 0.918], [-0.571, 0.150, 0.128], [-0.447, -1.220, 0.114], [0.778, -1.497, -0.566], [1.267, -0.339, -1.058], [0.474, 0.693, -0.705], [-1.472, 3.375, 1.565], [-1.107, -2.040, 0.413], [1.325, -2.424, -0.523], [2.185, -0.243, -1.642]]}

(9)
{"formula": "C6H4O", "method": "ωB97M-V with the def2-TZVPD basis set", "de_lowest_kcal_mol": 167.6, "energy_ev": -8325.1705, "total_charge": 0, "elements": ["C", "C", "C", "C", "O", "C", "C", "H", "H", "H", "H"], "coordinates": [[0.768, 1.792, -0.785], [-1.504, 1.534, 0.838], [-0.794, 0.546, 0.497], [-0.012, -0.540, 0.115], [0.995, -0.337, -0.598], [-0.363, -1.877, 0.527], [-0.652, -2.995, 0.867], [0.198, 1.688, -1.699], [1.834, 1.616, -0.829], [0.443, 2.561, -0.101], [-0.913, -3.987, 1.168]]}

(10)
{"formula": "C6H4O", "method": "ωB97M-V with the def2-TZVPD basis set", "de_lowest_kcal_mol": 94.6, "energy_ev": -8328.3387, "total_charge": 0, "elements": ["C", "C", "C", "C", "C", "C", "O", "H", "H", "H", "H"], "coordinates": [[0.487, -1.604, -0.487], [0.761, -2.813, -0.768], [0.684, 0.870, -0.166], [0.051, -0.400, -0.047], [1.886, 1.307, 0.020], [-1.419, -0.197, 0.282], [2.868, 1.859, 0.372], [-0.047, 1.556, -0.455], [-1.489, -0.544, 1.348], [-2.093, -0.879, -0.304], [-1.689, 0.844, 0.204]]}

Copy entry 9 word for word.
{"formula": "C6H4O", "method": "ωB97M-V with the def2-TZVPD basis set", "de_lowest_kcal_mol": 167.6, "energy_ev": -8325.1705, "total_charge": 0, "elements": ["C", "C", "C", "C", "O", "C", "C", "H", "H", "H", "H"], "coordinates": [[0.768, 1.792, -0.785], [-1.504, 1.534, 0.838], [-0.794, 0.546, 0.497], [-0.012, -0.540, 0.115], [0.995, -0.337, -0.598], [-0.363, -1.877, 0.527], [-0.652, -2.995, 0.867], [0.198, 1.688, -1.699], [1.834, 1.616, -0.829], [0.443, 2.561, -0.101], [-0.913, -3.987, 1.168]]}